The following is a DFT calculation (the ωB97M-V functional and the def2-TZVPD basis) of a structure of composition C33H35F9IrN3O2P2S at a distorted geometry.

Frontier orbital gap (spin up / spin down) = 7.81 / 5.42 eV
Spin multiplicity = 2
Charge = +3
LUMO (spin up / spin down) = -9.1 / -11.5 eV
E_HOMO (spin up / spin down) = -17.0 / -16.9 eV
Relative energy (zero: lowest compared OMol25 entry of this formula, charge and spin) = 57.6 kcal/mol

The geometry in XYZ format:
```
86
C33H35F9IrN3O2P2S | the OMol25 dataset | the ωB97M-V functional and the def2-TZVPD basis
Ir -0.407 0.711 -0.464
C 1.797 0.792 3.307
C 2.936 0.087 2.961
C 3.051 -0.417 1.671
C 2.034 -0.217 0.764
N 0.911 0.479 1.113
C 0.814 0.969 2.355
C 2.112 -0.679 -0.636
C 3.147 -1.385 -1.220
C 3.046 -1.714 -2.567
C 1.941 -1.329 -3.313
C 0.948 -0.599 -2.680
N 1.067 -0.315 -1.382
C -0.241 0.019 -3.304
C -0.504 -0.060 -4.654
C -1.575 0.647 -5.187
C -2.332 1.444 -4.350
C -2.036 1.471 -2.998
N -1.042 0.749 -2.469
H 1.670 1.219 4.292
H 3.736 -0.056 3.675
H 3.948 -0.940 1.374
H -0.066 1.549 2.581
H 4.025 -1.671 -0.659
H 3.847 -2.262 -3.045
H 1.880 -1.570 -4.364
H 0.137 -0.644 -5.298
H -1.791 0.594 -6.246
H -3.142 2.052 -4.725
H -2.596 2.097 -2.325
C -2.038 3.674 0.738
P -2.160 1.883 0.668
C -2.488 1.393 2.399
C -3.640 1.401 -0.239
C -4.752 2.211 -0.427
C -5.860 1.705 -1.098
C -5.863 0.395 -1.557
C -4.750 -0.421 -1.372
C -3.628 0.084 -0.730
P -2.148 -0.919 -0.389
C -2.634 -1.736 1.157
C -2.018 -2.196 -1.667
H -2.830 4.049 1.388
H -2.128 4.111 -0.256
H -1.071 3.957 1.149
H -3.565 1.276 2.531
H -2.161 2.192 3.066
H -1.992 0.469 2.683
H -4.766 3.231 -0.062
H -6.725 2.335 -1.257
H -6.735 0.004 -2.064
H -4.780 -1.439 -1.740
H -3.301 -2.548 0.856
H -3.209 -1.057 1.777
H -1.792 -2.141 1.707
H -2.795 -2.063 -2.419
H -2.131 -3.172 -1.198
H -1.043 -2.167 -2.142
O 0.119 -2.368 0.329
S 0.106 -3.787 0.902
C 1.524 -4.681 0.198
C 2.672 -4.591 1.197
C 2.020 -4.687 2.574
C 0.870 -3.686 2.552
H 1.709 -4.243 -0.783
H 1.190 -5.710 0.060
H 3.190 -3.633 1.096
H 3.400 -5.383 1.028
H 2.712 -4.462 3.385
H 1.643 -5.697 2.744
H 1.227 -2.655 2.611
H 0.109 -3.852 3.312
F -0.586 4.180 -2.776
C 0.679 3.761 -2.866
F 0.671 2.699 -3.696
F 1.423 4.709 -3.398
C 1.194 3.345 -1.455
O 0.240 2.581 -0.813
C 1.302 4.632 -0.543
F 1.592 4.236 0.706
F 0.123 5.255 -0.507
F 2.216 5.489 -0.943
C 2.607 2.695 -1.550
F 3.545 3.561 -1.864
F 2.913 2.136 -0.364
F 2.634 1.709 -2.461
```


The following is a DFT calculation (the ωB97M-V functional and the def2-TZVPD basis) of the molecule C24H33NO4S.

Frontier orbital gap = 9.14 eV
Charge = 0
LUMO = 0.6 eV
E_HOMO = -8.5 eV
SMILES string = COc1ccccc1[C@@]1(CCNS(=O)(=O)c2ccc(C)cc2)CCO[C@H](C(C)C)C1
Relative energy (zero: lowest compared OMol25 entry of this formula, charge and spin) = 0.2 kcal/mol

The geometry in XYZ format:
```
63
C24H33NO4S | the OMol25 dataset | the ωB97M-V functional and the def2-TZVPD basis
C -4.366 -0.743 0.619
O -3.076 -0.188 0.661
C -2.822 0.977 -0.014
C -3.787 1.596 -0.799
C -3.492 2.737 -1.524
C -2.215 3.254 -1.483
C -1.257 2.648 -0.688
C -1.528 1.528 0.087
C -0.460 0.883 0.962
C -0.090 -0.482 0.344
C 0.219 -0.412 -1.153
N 0.981 -1.557 -1.618
S 2.595 -1.565 -1.124
O 2.758 -2.402 0.035
O 3.041 -0.205 -1.054
C 3.346 -2.366 -2.530
C 3.799 -3.666 -2.430
C 4.362 -4.273 -3.540
C 4.470 -3.588 -4.744
C 5.100 -4.233 -5.940
C 4.005 -2.277 -4.819
C 3.443 -1.664 -3.715
C 0.817 1.728 1.128
C 0.570 2.989 1.963
O 0.015 2.702 3.223
C -1.208 1.997 3.100
C -1.815 1.882 4.508
C -3.274 1.437 4.453
C -0.996 0.965 5.413
C -0.969 0.658 2.401
H -4.319 -1.638 1.238
H -4.653 -1.027 -0.399
H -5.115 -0.060 1.033
H -4.784 1.188 -0.859
H -4.259 3.202 -2.125
H -1.958 4.128 -2.062
H -0.267 3.071 -0.687
H -0.910 -1.183 0.510
H 0.798 -0.870 0.849
H -0.697 -0.346 -1.746
H 0.842 0.455 -1.374
H 0.557 -2.432 -1.344
H 3.712 -4.176 -1.484
H 4.723 -5.289 -3.469
H 6.136 -3.907 -6.033
H 4.579 -3.950 -6.851
H 5.093 -5.316 -5.848
H 4.088 -1.737 -5.751
H 3.085 -0.648 -3.749
H 1.268 1.996 0.174
H 1.548 1.114 1.659
H 1.515 3.498 2.166
H -0.098 3.682 1.428
H -1.898 2.597 2.477
H -1.774 2.893 4.928
H -3.854 2.096 3.810
H -3.707 1.460 5.450
H -3.355 0.423 4.070
H -1.104 -0.074 5.114
H -1.332 1.061 6.443
H 0.053 1.244 5.362
H -1.880 0.070 2.400
H -0.199 0.111 2.947
```


The following is a DFT calculation (the ωB97M-V functional and the def2-TZVPD basis) of a structure of composition C7H12BrN6O5Re at a distorted geometry.

Frontier orbital gap (spin up / spin down) = 7.00 / 7.14 eV
Spin multiplicity = 2
Charge = +1
LUMO (spin up / spin down) = -5.2 / -4.8 eV
E_HOMO (spin up / spin down) = -12.2 / -12.0 eV
Relative energy (zero: lowest compared OMol25 entry of this formula, charge and spin) = 0.0 kcal/mol

The geometry in XYZ format:
```
32
C7H12BrN6O5Re | the OMol25 dataset | the ωB97M-V functional and the def2-TZVPD basis
Re 0.061 -0.638 1.289
O 0.857 1.351 1.451
C 1.781 1.733 0.374
C 1.321 1.000 -0.852
N 1.225 -0.446 -0.550
C 2.546 -1.083 -0.275
C 2.905 -0.950 1.197
O 4.012 -0.750 1.592
O 1.831 -1.098 2.003
C 0.511 -1.185 -1.612
C -0.163 -2.381 -0.974
O -0.436 -3.387 -1.530
O -0.499 -2.143 0.347
H 1.271 1.544 2.305
H 2.796 1.471 0.667
H 1.725 2.808 0.219
H 1.990 1.202 -1.694
H 0.320 1.338 -1.121
H 3.330 -0.669 -0.908
H 2.454 -2.152 -0.474
H 1.171 -1.494 -2.421
H -0.285 -0.558 -2.013
N -4.213 0.979 -1.538
N -3.405 0.818 -0.447
N -3.689 1.373 0.709
C -2.643 1.010 1.437
N -1.786 0.279 0.714
N -2.294 0.176 -0.514
H -5.130 1.272 -1.235
H -4.180 0.163 -2.132
H -2.510 1.255 2.477
Br -0.871 -0.837 3.510
```


Q: Look up the charge of the first one.
A: +3


Q: Among the records above, which one has the highest relative energy (zero: lowest compared OMol25 entry of this formula, charge and spin)?
A: C33H35F9IrN3O2P2S


Q: Which of these has the highest charge?
A: C33H35F9IrN3O2P2S


Q: Which formula does entry 2 have?
A: C24H33NO4S